(1)
ORCA calculation (ωB97M-V/def2-TZVPD) on a cluster of 15 separate species, C64H164Cl10N21O13P7 in total.

Calculated values
HOMO-LUMO gap	8.13	eV
maximum force	5.9	eV Å⁻¹
total charge	0
DFT total energy	-11656.36152	hartree

Each line ends with the Mulliken charge.
Geometry (Å):
Cl  -3.1635  -2.6020  -1.3328  0.079
C  -4.6140  -3.2294  -2.1998  -0.246
C  -5.3834  -4.2536  -1.4187  0.295
Cl  -7.0329  -4.2761  -1.8012  -0.237
H  -4.3839  -3.5909  -3.2020  -0.281
H  -5.1622  -2.3044  -2.3789  0.418
H  -5.4779  -3.9811  -0.3676  0.023
H  -5.0145  -5.2764  -1.4954  0.000
Cl  0.1724  -0.7350  1.8350  0.098
C  -0.7299  0.2240  0.6069  0.002
C  -0.4544  -0.3969  -0.7851  0.743
Cl  -1.6697  0.2830  -1.9367  0.252
H  -0.2549  1.2042  0.5659  0.247
H  -1.7632  0.3105  0.9431  -0.236
H  -0.4250  -1.4859  -0.7499  -0.054
H  0.4795  0.0235  -1.1583  -0.706
Cl  -0.8084  5.6789  -6.9708  -0.209
C  -1.5204  5.3271  -5.4340  -0.149
C  -1.8434  3.8653  -5.1828  0.177
Cl  -3.1536  3.3262  -6.2066  -0.152
H  -2.4595  5.8607  -5.2878  0.397
H  -0.8914  5.7489  -4.6500  -0.031
H  -2.0374  3.6799  -4.1264  -0.114
H  -1.0592  3.1425  -5.4079  0.179
Cl  1.7046  -1.8682  -8.2869  -0.212
C  1.3939  -3.0373  -6.9204  -0.468
C  1.1258  -2.2273  -5.5985  0.687
Cl  1.2987  -3.1208  -4.0645  -0.163
H  2.2912  -3.6362  -6.7643  0.462
H  0.5804  -3.7085  -7.1956  0.306
H  0.1079  -1.8536  -5.7089  -0.268
H  1.7372  -1.3291  -5.5117  -0.361
Cl  -5.6878  3.0208  3.1022  -0.206
C  -4.3339  4.1199  3.5010  -0.594
C  -3.1480  3.2908  4.0323  -0.889
Cl  -2.2750  2.2687  2.8999  0.292
H  -4.6385  4.8680  4.2328  0.490
H  -4.2008  4.6154  2.5393  0.198
H  -3.4415  2.7250  4.9166  0.415
H  -2.4021  4.0387  4.3013  0.463
O  -0.0271  7.0359  -2.2024  -0.905
P  0.5241  5.8069  -1.4984  0.317
N  -0.6646  5.1217  -0.3922  0.768
C  -1.8840  4.5337  -0.9060  -1.033
C  -1.0050  6.0358  0.6903  -0.576
N  1.8399  6.1270  -0.4670  0.517
C  2.7254  7.3410  -0.4860  -0.763
C  2.5504  4.9575  0.1579  -0.119
N  1.1343  4.6024  -2.5290  0.661
C  1.0816  3.1585  -2.1864  -0.394
C  2.1798  4.9477  -3.4639  -1.185
H  -1.7271  3.6072  -1.4585  0.036
H  -2.4327  5.2688  -1.4948  0.280
H  -2.4131  4.0492  -0.0854  0.407
H  -0.0951  6.3343  1.2111  0.058
H  -1.5372  5.4605  1.4477  0.012
H  -1.3743  7.0485  0.5287  0.364
H  3.3107  7.2861  0.4319  0.018
H  3.3765  7.4494  -1.3534  0.265
H  2.0345  8.1772  -0.3792  0.305
H  2.0200  4.0254  0.3526  0.028
H  3.4576  4.8651  -0.4392  0.214
H  2.9238  5.1939  1.1543  -0.402
H  0.4175  2.6824  -2.9078  0.031
H  2.0961  2.7778  -2.3039  0.148
H  0.7332  3.0614  -1.1581  0.030
H  2.4210  4.1220  -4.1335  0.417
H  3.1165  5.1497  -2.9445  0.173
H  1.9841  5.8973  -3.9618  0.345
O  2.7953  0.6808  -2.2941  -0.620
P  4.1662  0.6132  -2.7216  -0.633
N  4.9365  -0.7932  -2.1864  1.156
C  6.3795  -1.0570  -2.2282  -1.171
C  4.1074  -1.9372  -1.7993  -1.226
N  5.1521  1.9575  -2.1739  1.115
C  6.2479  2.5596  -2.9436  -1.211
C  5.3063  2.1589  -0.7146  -1.447
N  4.3864  0.6623  -4.4702  0.347
C  3.7382  1.5914  -5.3500  -1.153
C  4.6673  -0.5490  -5.2382  -0.886
H  6.5119  -1.7341  -3.0721  0.399
H  6.7223  -1.3250  -1.2288  0.237
H  6.7812  -0.1288  -2.6346  0.283
H  4.5626  -2.7751  -1.2713  0.452
H  3.6767  -2.3373  -2.7172  0.153
H  3.3995  -1.6878  -1.0090  0.299
H  6.3150  3.6458  -2.8816  0.223
H  7.2052  2.1454  -2.6272  0.362
H  6.0111  2.3935  -3.9945  0.339
H  6.2075  1.7070  -0.3002  0.205
H  5.2168  3.2085  -0.4347  0.306
H  4.4090  1.8413  -0.1835  0.311
H  4.0666  2.5636  -4.9823  0.420
H  4.1577  1.4199  -6.3413  0.428
H  2.6617  1.4556  -5.2456  0.215
H  3.7645  -0.8998  -5.7382  0.236
H  4.9777  -1.3812  -4.6064  0.136
H  5.3064  -0.2776  -6.0784  0.426
O  3.2726  5.2856  5.0627  -0.948
P  4.5072  5.6480  4.3043  0.229
N  4.3336  7.0913  3.4846  0.299
C  2.9282  7.5584  3.1903  -1.175
C  5.4593  7.8377  2.8701  -1.282
N  4.9124  4.6293  2.9245  0.705
C  4.2498  3.2856  2.8219  -0.948
C  6.0218  4.7574  1.9988  -0.953
N  5.8889  5.9124  5.3093  0.435
C  6.8422  4.8535  5.7436  -1.025
C  6.2139  7.3067  5.8111  -1.028
H  2.9224  8.4198  2.5223  0.422
H  2.4271  7.7298  4.1429  0.328
H  2.4379  6.7105  2.7120  0.281
H  6.4364  7.4416  3.1465  0.502
H  5.3352  8.8725  3.1894  0.434
H  5.2806  7.9251  1.7984  0.210
H  4.4062  2.7962  1.8605  -0.340
H  4.7570  2.6252  3.5252  0.685
H  3.2224  3.3512  3.1798  0.511
H  5.6769  5.0814  1.0168  0.094
H  6.7267  5.5182  2.3341  0.267
H  6.5217  3.7948  1.8919  0.436
H  7.6471  4.9002  5.0101  0.357
H  7.2698  5.0257  6.7314  0.402
H  6.5182  3.8138  5.6965  0.271
H  5.6453  7.5363  6.7123  0.274
H  5.8595  8.1208  5.1788  0.384
H  7.2907  7.3868  5.9605  0.373
O  3.0044  -0.6187  5.6006  -0.490
P  3.7186  -1.8980  5.1993  -0.417
N  2.7114  -3.2837  5.1425  0.686
C  3.1444  -4.7835  4.9808  -1.021
C  1.3205  -3.1351  5.1945  -0.528
N  5.0286  -2.5082  6.1623  0.291
C  6.3755  -2.8631  5.6908  -1.085
C  4.7182  -2.7887  7.5056  -1.104
N  4.2389  -1.7808  3.6082  0.898
C  4.4547  -2.8283  2.6613  -0.644
C  4.9697  -0.5389  3.1788  -1.123
H  4.1080  -5.0350  5.4239  0.232
H  3.1351  -5.0981  3.9372  0.219
H  2.3659  -5.3665  5.4729  0.464
H  0.9287  -3.3321  4.1966  -0.358
H  1.0447  -2.1122  5.4504  0.017
H  0.8371  -3.7737  5.9338  0.446
H  6.6821  -2.6659  4.6636  0.285
H  7.1829  -2.4068  6.2636  0.364
H  6.4650  -3.9416  5.8209  0.404
H  5.3199  -3.5771  7.9580  0.362
H  4.6097  -1.9632  8.2091  0.271
H  3.6967  -3.1675  7.4707  0.353
H  5.2457  -3.4829  3.0274  0.320
H  3.6158  -3.4508  2.3503  -0.102
H  4.8335  -2.4379  1.7168  0.219
H  5.1626  -0.4901  2.1071  0.323
H  5.9280  -0.4473  3.6901  0.373
H  4.5011  0.4085  3.4451  0.257
O  -0.1874  3.4992  8.9689  -0.901
P  -0.4541  2.0934  8.7270  0.353
N  0.6949  1.0767  9.5272  0.307
C  1.2033  1.3556  10.8466  -1.232
C  1.0392  -0.2904  9.1981  -0.427
N  -0.3561  1.6133  7.1289  0.740
C  -1.4074  0.7806  6.4959  -0.811
C  0.7412  2.0472  6.1996  -1.285
N  -1.9799  1.5708  9.3922  0.384
C  -2.4546  0.1828  9.1487  -1.295
C  -2.8953  2.4662  10.0899  -1.127
H  2.0466  0.6989  11.0602  0.450
H  0.5079  1.2802  11.6826  0.274
H  1.7256  2.3071  10.7462  0.366
H  0.5838  -0.4267  8.2172  -0.128
H  0.4392  -0.9886  9.7818  0.221
H  2.0910  -0.4475  9.4372  0.355
H  -2.3474  0.8781  7.0390  0.274
H  -1.5705  1.2565  5.5290  0.101
H  -1.1341  -0.2726  6.5620  0.124
H  0.8399  1.3119  5.4010  0.426
H  0.6238  2.9908  5.6667  0.262
H  1.6836  2.1319  6.7407  0.395
H  -1.7708  -0.5248  8.6799  0.221
H  -2.6596  -0.1934  10.1510  0.353
H  -3.3235  0.2481  8.4939  0.553
H  -2.6756  3.5323  10.0331  0.330
H  -3.2927  2.1097  11.0403  0.303
H  -3.7472  2.4271  9.4110  0.371
O  -1.8882  -1.9396  -7.9215  -0.845
P  -3.3419  -1.5806  -7.8050  0.258
N  -4.5338  -2.7896  -8.0152  0.750
C  -5.9344  -2.3995  -8.4826  -1.014
C  -4.1064  -4.0087  -8.4575  -0.903
N  -3.8733  -0.3299  -8.8197  0.316
C  -3.4507  -0.5614  -10.2170  -1.032
C  -5.0129  0.6287  -8.4646  -1.060
N  -3.5707  -0.8651  -6.1756  0.561
C  -4.1543  -1.6758  -5.1143  -1.285
C  -2.6455  0.2311  -5.7920  -1.016
H  -6.3843  -1.5541  -7.9622  0.260
H  -6.5887  -3.2353  -8.2345  0.397
H  -5.8651  -2.3523  -9.5694  0.314
H  -4.9190  -4.7341  -8.4171  0.369
H  -3.2903  -4.2973  -7.7952  -0.077
H  -3.7533  -3.9404  -9.4865  0.270
H  -2.5449  -1.1562  -10.3348  0.254
H  -4.1944  -1.1520  -10.7520  0.247
H  -3.2041  0.4322  -10.5913  0.372
H  -5.2551  0.4568  -7.4159  0.391
H  -4.8079  1.6490  -8.7886  0.265
H  -5.9001  0.3819  -9.0477  0.346
H  -4.8642  -1.0653  -4.5561  0.376
H  -4.7221  -2.5853  -5.3105  0.468
H  -3.4563  -1.8628  -4.2983  0.330
H  -3.1295  0.7739  -4.9801  0.512
H  -2.5010  0.9027  -6.6384  0.234
H  -1.7008  -0.1883  -5.4458  -0.142
O  -2.9866  -5.9547  -2.5504  -0.780
P  -2.6917  -6.9587  -3.5922  -0.050
N  -1.3580  -6.5882  -4.6334  0.373
C  -0.9480  -7.5792  -5.7024  -1.137
C  -1.2461  -5.1597  -5.0516  0.055
N  -4.0421  -7.3439  -4.6146  0.441
C  -4.0677  -8.5493  -5.5048  -1.186
C  -5.1078  -6.3542  -4.7605  -0.924
N  -2.1767  -8.4691  -2.9402  0.364
C  -3.1178  -9.6203  -2.7076  -1.091
C  -1.0644  -8.5287  -2.0136  -1.185
H  -1.7168  -7.4572  -6.4655  0.377
H  -1.1289  -8.5963  -5.3547  0.313
H  0.0396  -7.5714  -6.1637  0.339
H  -1.8418  -5.0874  -5.9615  -0.404
H  -0.2340  -4.8318  -5.2886  0.148
H  -1.6678  -4.5185  -4.2776  0.141
H  -4.2821  -8.3148  -6.5474  0.330
H  -3.1373  -9.1056  -5.6181  0.360
H  -4.9269  -9.1281  -5.1656  0.404
H  -6.0058  -6.7369  -5.2456  0.437
H  -5.3358  -6.0997  -3.7255  0.177
H  -4.6463  -5.4870  -5.2327  0.230
H  -2.8535  -10.2503  -1.8583  0.411
H  -4.1616  -9.3437  -2.5589  0.327
H  -3.1235  -10.2519  -3.5959  0.319
H  -1.4349  -8.7597  -1.0149  0.414
H  -0.3459  -7.7144  -1.9198  0.299
H  -0.4392  -9.3844  -2.2687  0.374
O  -7.5200  0.7680  -3.2904  -0.694
C  -7.0336  1.3480  -2.2886  0.388
O  -5.7511  1.1585  -2.0828  -0.146
C  -5.3009  1.7641  -0.8397  0.157
C  -6.6564  2.0935  -0.2188  -0.136
C  -7.5733  2.3399  -1.3379  -0.562
H  -4.7430  2.6723  -1.0681  -0.100
H  -4.6608  1.1746  -0.1834  0.128
H  -6.6713  2.9735  0.4243  0.355
H  -7.0833  1.3396  0.4426  -0.097
H  -7.4341  3.3037  -1.8276  0.259
H  -8.5871  2.0265  -1.0891  0.328
O  2.7730  -4.7806  0.2093  -0.640
C  1.5591  -4.8367  0.5305  0.080
O  0.5891  -5.4125  -0.3281  -0.315
C  -0.7349  -5.0103  0.0789  0.404
C  -0.7188  -4.3084  1.4032  -0.705
C  0.7618  -4.1777  1.6544  0.814
H  -1.4620  -5.8195  0.1463  0.236
H  -1.1164  -4.2675  -0.6216  -0.219
H  -1.2283  -4.7657  2.2514  0.458
H  -1.1288  -3.2993  1.3612  0.037
H  0.9069  -4.3932  2.7129  -0.102
H  1.1124  -3.1611  1.4762  -0.109
O  -7.7931  -2.4660  5.1736  -0.623
C  -6.9998  -2.0603  4.3085  0.380
O  -7.1106  -2.2120  2.9910  -0.339
C  -6.1551  -1.5107  2.2673  0.407
C  -5.1281  -0.9091  3.3724  0.234
C  -5.6784  -1.4121  4.6630  -0.396
H  -6.5824  -0.7021  1.6743  -0.053
H  -5.6153  -2.1120  1.5358  -0.096
H  -5.0725  0.1688  3.2200  -0.288
H  -4.0716  -1.1185  3.2048  0.158
H  -5.7902  -0.7614  5.5303  0.291
H  -5.0450  -2.1894  5.0903  0.283

(2)
ORCA calculation (ωB97M-V/def2-TZVPD) on a cluster of 11 separate species, C28H70Cl8NO14 in total.

Calculated values
HOMO-LUMO gap (spin up / spin down)	8.85 / 2.39	eV
maximum force	4.0	eV Å⁻¹
multiplicity	2
total charge	+2
expectation value of S²	0.76
DFT total energy	-5897.64371	hartree

Each line ends with the Mulliken charge.
Geometry (Å):
C  5.2199  1.8602  -1.7666  -1.209
C  3.7203  1.4124  -2.0081  0.545
C  2.7893  1.6144  -0.8481  -0.109
C  1.3301  1.3433  -1.3297  -0.585
N  0.2985  1.3299  -0.1299  1.186
C  0.6446  0.2603  0.9430  -0.330
C  -0.7319  0.0953  1.6914  0.117
C  -1.7623  0.2585  0.6003  -0.076
C  -1.0537  0.7664  -0.6300  -0.924
C  0.1886  2.8205  0.4117  -1.118
H  5.8337  1.3686  -2.5214  0.408
H  5.5106  1.5424  -0.7654  0.159
H  5.5230  2.9012  -1.6540  0.202
H  3.7411  0.3515  -2.2575  0.217
H  3.3727  2.0149  -2.8473  -0.240
H  2.9531  2.6157  -0.4498  0.264
H  3.0137  1.1665  0.1199  -0.283
H  1.3176  0.3318  -1.7355  -0.322
H  1.0890  2.0103  -2.1574  0.672
H  1.4318  0.6851  1.5659  0.327
H  0.9728  -0.6455  0.4331  -0.302
H  -0.7411  0.8393  2.4880  0.361
H  -0.7240  -0.8634  2.2100  -0.083
H  -2.3518  1.0857  0.9957  0.191
H  -2.5107  -0.5149  0.4272  -0.446
H  -1.4995  1.5638  -1.2247  0.785
H  -0.7332  -0.0816  -1.2351  0.182
H  1.1049  3.2277  0.8390  0.263
H  -0.6636  3.0037  1.0661  0.460
H  0.1191  3.3680  -0.5283  0.417
C  1.7491  -3.9069  -2.2462  0.138
Cl  3.0055  -5.1321  -2.1591  -0.043
Cl  1.4006  -3.4548  -3.9145  -0.090
Cl  0.2354  -4.5593  -1.4354  -0.096
Cl  2.1926  -2.4081  -1.4017  0.001
C  4.0153  -0.1978  3.1839  -0.628
C  5.3506  0.2026  2.5767  -0.312
O  6.2256  -0.8974  2.7459  -0.540
O  3.2831  -0.9917  2.2984  -0.207
H  3.4411  0.6764  3.4905  0.358
H  4.0596  -0.6846  4.1581  0.483
H  5.7476  1.0583  3.1229  0.455
H  5.2784  0.5673  1.5521  -0.045
H  7.1360  -0.6796  2.5333  0.313
H  3.8078  -1.7838  2.1611  0.217
C  2.0814  0.6478  -5.7905  -0.477
C  1.0880  1.7530  -5.6350  -0.499
O  1.4734  2.7162  -4.6448  -0.455
O  2.2132  -0.1675  -4.6040  -0.236
H  3.0455  1.0854  -6.0494  0.434
H  1.6265  -0.0231  -6.5192  0.344
H  0.0884  1.4581  -5.3158  0.201
H  0.9910  2.2980  -6.5740  0.335
H  2.3918  2.9316  -4.8230  0.239
H  2.9632  -0.7458  -4.7615  0.201
C  0.2563  -4.0218  3.4400  0.018
C  0.9463  -3.8169  2.0793  1.138
O  2.0053  -4.7098  1.9911  -0.599
O  0.9149  -3.2051  4.3729  -0.443
H  0.1294  -5.0739  3.6951  0.389
H  -0.7653  -3.6735  3.2878  -0.450
H  1.1078  -2.7432  1.9840  -0.463
H  0.3369  -3.9026  1.1797  -0.333
H  1.7903  -5.4072  1.3673  0.376
H  1.3596  -3.7101  5.0577  0.263
C  -5.0267  -3.8981  -1.2708  -0.076
C  -5.5654  -2.5390  -0.5882  -0.429
O  -4.6148  -2.0922  0.3665  -0.359
O  -5.3680  -4.0117  -2.6843  -0.612
H  -5.2380  -4.8168  -0.7236  0.454
H  -3.9401  -3.8713  -1.1898  0.018
H  -6.6267  -2.5996  -0.3471  0.352
H  -5.6192  -1.6986  -1.2802  0.185
H  -5.0373  -2.1463  1.2268  0.158
H  -6.1677  -4.5219  -2.8315  0.312
C  -2.4664  -1.3011  -3.1795  0.246
C  -3.6065  -1.5825  -4.2077  -0.512
O  -3.5119  -2.8918  -4.6153  -0.301
O  -1.2820  -0.9244  -3.9155  -0.156
H  -2.2601  -2.1578  -2.5379  0.330
H  -2.7665  -0.4305  -2.5963  0.048
H  -3.6588  -0.8534  -5.0163  0.375
H  -4.4868  -1.3998  -3.5915  0.272
H  -4.0519  -3.3322  -3.9550  0.399
H  -0.8901  -1.6597  -4.3923  0.230
C  -0.3162  0.6030  5.9712  -0.448
C  -1.2356  -0.5299  6.3629  -0.351
O  -2.2680  -0.4810  5.4693  -0.488
O  0.3796  0.3918  4.7460  -0.279
H  0.4399  0.7949  6.7325  0.412
H  -0.9641  1.4795  5.9675  0.257
H  -1.7415  -0.3325  7.3080  0.377
H  -0.6653  -1.4583  6.3306  0.171
H  -1.8747  -0.8670  4.6833  0.206
H  1.2703  0.0684  4.9000  0.150
C  -3.7432  -4.1004  3.3372  -0.590
C  -3.0634  -4.5263  2.0023  -0.319
O  -2.3993  -3.4871  1.3046  0.056
O  -4.8036  -3.1979  3.2096  -0.506
H  -2.9635  -3.6957  3.9825  0.283
H  -4.1020  -5.0054  3.8273  0.504
H  -3.8751  -4.8749  1.3637  0.103
H  -2.5543  -5.4633  2.2277  0.489
H  -3.0289  -2.7916  1.1007  -0.013
H  -5.2295  -3.2237  4.0696  0.298
Cl  -4.8466  7.6587  0.2275  -0.192
C  -4.5485  5.8298  -0.1087  -0.493
C  -3.0722  5.5079  0.2450  -0.557
Cl  -2.8610  3.6877  0.0411  -0.149
H  -4.7153  5.5842  -1.1576  0.339
H  -5.3696  5.3466  0.4208  0.326
H  -2.9758  5.6233  1.3246  0.347
H  -2.2245  6.0281  -0.2010  0.408
Cl  5.2187  9.1692  -2.4637  -0.193
C  4.0508  7.7293  -2.6091  -0.440
C  4.7265  6.4948  -1.9598  -0.555
Cl  3.6203  5.1321  -2.0305  -0.121
H  3.8303  7.5813  -3.6663  0.311
H  3.0890  8.0008  -2.1740  0.323
H  5.0863  6.6226  -0.9389  0.373
H  5.5401  6.1997  -2.6225  0.308